(1)
The following is a DFT calculation (ωB97M-V/def2-TZVPD) of a structure of composition C15H20CuN5O2S at a distorted geometry.

Geometry as XYZ:
```
44
Properties=species:S:1:pos:R:3:lowdin_spin:R:1
Cu 1.521 0.416 0.519 0.62
N -0.502 1.130 0.747 0.02
C -1.322 0.038 1.306 0.00
C -2.774 0.005 0.829 0.00
C -3.015 -0.012 -0.684 0.00
C -2.362 -1.179 -1.435 0.00
N -2.512 -2.460 -0.756 0.00
C -3.639 -3.123 -0.583 0.00
N -3.708 -3.995 0.427 0.00
N -4.689 -2.950 -1.396 0.00
C -0.609 -1.319 1.111 0.00
O -1.265 -2.352 1.327 0.00
O 0.610 -1.280 0.790 0.06
H -0.592 1.972 1.303 0.00
H -0.797 1.362 -0.197 0.00
H -1.343 0.184 2.388 0.00
H -3.310 0.860 1.247 0.00
H -3.219 -0.885 1.274 0.00
H -2.682 0.917 -1.158 0.00
H -4.097 -0.038 -0.834 0.00
H -1.285 -1.036 -1.521 0.00
H -2.740 -1.233 -2.458 0.00
H -1.831 -2.592 0.014 0.00
H -2.992 -3.971 1.138 0.00
H -4.512 -4.577 0.573 0.00
H -4.576 -2.454 -2.262 0.00
H -5.508 -3.525 -1.303 0.00
S 5.845 0.363 -0.128 0.01
C 5.423 -1.268 0.158 0.01
C 4.086 -1.435 0.382 0.02
C 3.367 -0.214 0.324 0.16
C 4.196 0.840 0.055 0.01
C 3.677 2.189 -0.054 0.00
C 4.442 3.327 -0.310 0.00
C 3.824 4.556 -0.389 0.00
C 2.446 4.641 -0.213 0.00
C 1.754 3.477 0.038 0.01
N 2.340 2.279 0.119 0.07
H 6.191 -2.025 0.147 0.00
H 3.638 -2.397 0.582 0.00
H 5.510 3.228 -0.443 0.00
H 4.405 5.447 -0.585 0.00
H 1.923 5.584 -0.267 0.00
H 0.680 3.503 0.176 0.00
```

Computed properties:
HOMO (alpha / beta) ... -10.402 / -10.364 eV
HOMO-LUMO gap (alpha / beta) ... 8.083 / 7.930 eV
Multiplicity ... 2
Relative energy (zero: lowest compared OMol25 entry of this formula, charge and spin) ... 0.00 kcal/mol
Total charge ... +1
Electronic energy ... -3046.36538 Eh

---

(2)
The following is a DFT calculation (ωB97M-V/def2-TZVPD) of an isolated molecule of C15H20FNO7S.

Geometry as XYZ:
```
45
Properties=species:S:1:pos:R:3:nbo_charge:R:1
C -4.720 -3.007 1.872 -0.26
O -3.847 -2.194 1.081 -0.52
C -4.452 -1.149 0.474 0.78
O -5.631 -0.944 0.569 -0.57
C -3.475 -0.339 -0.302 -0.25
C -2.118 -0.467 -0.041 -0.14
C -1.143 0.278 -0.688 0.00
N 0.217 0.016 -0.399 -0.61
C 1.282 0.854 -0.619 0.65
O 1.184 2.037 -0.830 -0.57
C 2.652 0.162 -0.497 0.03
C 3.248 0.501 0.864 -0.42
C 4.605 -0.160 1.045 -0.67
S 5.450 0.312 2.538 2.19
C 4.425 -0.306 3.848 -0.89
O 6.690 -0.419 2.576 -0.95
O 5.451 1.749 2.624 -0.95
O 3.542 0.619 -1.474 -0.52
C 3.109 0.355 -2.796 -0.26
C -1.584 1.098 -1.720 0.50
F -0.711 1.699 -2.531 -0.31
C -2.925 1.287 -1.992 -0.42
C -3.891 0.582 -1.283 0.44
O -5.206 0.712 -1.518 -0.48
C -5.618 1.624 -2.523 -0.26
H -4.093 -3.788 2.290 0.19
H -5.178 -2.415 2.662 0.19
H -5.505 -3.434 1.251 0.20
H -1.811 -1.163 0.728 0.23
H 0.439 -0.960 -0.284 0.40
H 2.524 -0.929 -0.597 0.15
H 3.347 1.585 0.928 0.26
H 2.547 0.177 1.638 0.21
H 4.549 -1.250 1.043 0.23
H 5.292 0.145 0.255 0.27
H 4.952 -0.060 4.768 0.26
H 3.458 0.193 3.833 0.24
H 4.323 -1.385 3.757 0.24
H 3.900 0.691 -3.460 0.20
H 2.944 -0.718 -2.945 0.16
H 2.190 0.901 -3.027 0.19
H -3.178 1.959 -2.797 0.24
H -6.703 1.579 -2.531 0.21
H -5.296 2.641 -2.288 0.18
H -5.232 1.333 -3.503 0.18
```

Computed properties:
HOMO ... -8.770 eV
HOMO-LUMO gap ... 8.969 eV
Relative energy (zero: lowest compared OMol25 entry of this formula, charge and spin) ... 6.34 kcal/mol
Total charge ... 0
Electronic energy ... -1663.05223 Eh
SMILES ... COC(=O)c1cc(NC(=O)[C@H](CCS(C)(=O)=O)OC)c(F)cc1OC

---

(3)
The following is a DFT calculation (ωB97M-V/def2-TZVPD) of a structure of composition C15H20N2O11P2TeV.

Geometry as XYZ:
```
52
Properties=species:S:1:pos:R:3:lowdin_spin:R:1
V -0.242 0.094 0.596 1.92
C -4.352 -2.377 1.811 0.00
C -3.002 -1.713 2.016 0.00
O -2.501 -2.059 3.305 0.00
P -3.074 0.114 1.978 0.00
O -3.958 0.611 0.781 0.00
O -3.913 0.617 3.197 0.00
O -1.655 0.620 1.981 0.02
P -1.756 -2.064 0.718 0.01
O -2.038 -3.538 0.240 0.00
O -1.951 -0.964 -0.317 0.01
O -0.387 -1.867 1.344 0.03
H -5.052 -2.036 2.574 0.00
H -4.235 -3.455 1.899 0.00
H -4.766 -2.145 0.830 0.00
H -1.535 -1.973 3.296 0.00
H -3.594 0.267 -0.054 0.00
H -3.502 0.466 4.057 0.00
H -1.236 -4.060 0.120 0.00
N 0.116 -2.878 -1.785 0.00
N 0.905 -2.010 -2.539 0.00
C 1.261 -0.759 -2.147 0.00
O 1.990 -0.099 -2.886 0.00
O 0.795 -0.274 -1.029 0.01
H 0.628 -3.742 -1.641 0.00
H -0.741 -3.080 -2.289 0.00
H 1.278 -2.301 -3.429 0.00
Te 1.278 2.321 -1.527 0.01
C 1.054 4.407 -1.279 0.00
C 0.591 4.990 -0.101 0.00
C 0.470 6.371 -0.037 0.00
C 0.807 7.157 -1.129 0.00
C 1.264 6.570 -2.300 0.00
C 1.381 5.191 -2.380 0.00
C 3.159 2.235 -0.654 0.00
C 4.088 1.336 -1.169 0.00
C 5.367 1.325 -0.628 0.00
C 5.691 2.182 0.412 0.00
C 4.747 3.067 0.922 0.00
C 3.475 3.110 0.383 0.00
H 0.325 4.380 0.751 0.00
H 0.108 6.833 0.873 0.00
H 0.710 8.233 -1.070 0.00
H 1.522 7.182 -3.154 0.00
H 1.729 4.737 -3.303 0.00
H 3.816 0.660 -1.965 0.00
H 6.107 0.641 -1.023 0.00
H 6.689 2.165 0.831 0.00
H 5.006 3.729 1.738 0.00
H 2.744 3.806 0.770 0.00
O 0.162 2.077 0.126 0.02
O 0.883 1.410 1.165 -0.03
```

Computed properties:
HOMO (alpha / beta) ... -12.251 / -12.271 eV
HOMO-LUMO gap (alpha / beta) ... 8.407 / 8.382 eV
Multiplicity ... 3
Relative energy (zero: lowest compared OMol25 entry of this formula, charge and spin) ... 0.66 kcal/mol
Total charge ... +1
Electronic energy ... -3415.46516 Eh

---

(4)
The following is a DFT calculation (ωB97M-V/def2-TZVPD) of an isolated molecule of C15H20N2O2S at a distorted geometry.

Geometry as XYZ:
```
40
Properties=species:S:1:pos:R:3:nbo_charge:R:1
O -4.445 -0.290 -1.119 -0.47
O -5.502 1.644 -1.096 -0.43
S -0.796 1.937 -2.670 0.27
C -2.008 1.039 -1.786 0.13
C 1.532 -1.421 -1.781 -0.20
C 0.230 -1.022 -1.968 -0.21
C 2.202 -1.200 -0.577 -0.22
C -0.422 -0.548 -0.726 0.12
C 0.255 -0.378 0.470 0.05
C 1.584 -0.769 0.528 0.00
C -3.362 1.514 -1.767 -0.24
N -4.466 0.941 -1.304 0.46
N -1.640 0.032 -0.925 -0.57
C -1.305 1.503 -4.382 -0.74
C -1.466 -0.370 2.401 -0.61
C 3.085 0.685 1.767 -0.58
C 3.037 -1.573 2.413 -0.57
C 0.937 -0.181 2.738 -0.37
C -0.187 0.197 1.807 -0.26
C 2.148 -0.450 1.903 -0.10
H 2.053 -1.832 -2.694 0.21
H -0.337 -1.135 -2.913 0.22
H 3.219 -1.643 -0.611 0.22
H -3.612 2.503 -2.172 0.24
H -2.410 -0.341 -0.367 0.44
H -0.436 1.465 -5.069 0.24
H -1.560 0.487 -4.432 0.23
H -2.094 2.234 -4.820 0.24
H -1.699 -0.012 3.407 0.22
H -2.317 0.049 1.855 0.20
H -1.558 -1.444 2.468 0.22
H 3.469 0.795 2.832 0.20
H 3.952 0.523 1.091 0.22
H 2.550 1.501 1.420 0.20
H 2.568 -2.294 2.879 0.20
H 3.677 -1.136 3.098 0.20
H 3.606 -1.932 1.564 0.20
H 1.083 0.688 3.423 0.21
H 0.672 -0.988 3.423 0.21
H -0.239 1.226 1.689 0.22
```

Computed properties:
HOMO ... -8.456 eV
HOMO-LUMO gap ... 7.869 eV
Relative energy (zero: lowest compared OMol25 entry of this formula, charge and spin) ... 155.56 kcal/mol
Total charge ... 0
Electronic energy ... -1241.57590 Eh
SMILES ... CS/C(=C/[N+](=O)[O-])Nc1cccc2c1[C@@H](C)CC2(C)C